# 1
# C26H26N8O2S3V

A structure of composition C26H26N8O2S3V (ωB97M-V/def2-TZVPD, the Open Molecules 2025 dataset).

## Properties
HOMO level (alpha / beta) in eV: -13.2 / -13.4
Orbital gap (alpha / beta) in eV: 5.91 / 6.54
Energy relative to the best compared isomer or geometry (same formula, charge and spin) in eV: 1.167
Largest force on an atom in eV Å⁻¹: 3.17
E_tot in hartree: -3733.0239
⟨S²⟩: 0.80

```
! wB97M-V def2-TZVPD RIJCOSX def2/J DEFGRID3
* xyz 2 2
V -0.0975 0.8903 -0.1024
N 0.8315 1.1726 4.1442
C 0.3885 1.2249 2.8927
S 0.8034 -0.0733 1.7992
N -0.3677 2.2108 2.4925
N -0.7593 2.1974 1.2524
C -1.5247 3.1343 0.7919
C -1.7369 3.1397 -0.6210
C -2.4437 4.1285 -1.3166
C -2.4417 4.1052 -2.6977
C -1.7203 3.1062 -3.3455
C -1.0789 2.1399 -2.5891
N -1.1069 2.1339 -1.2612
H 1.4761 0.4508 4.4248
H 0.6457 1.9456 4.7691
H -1.8993 3.9193 1.4423
H -2.9688 4.8929 -0.7690
H -2.9803 4.8515 -3.2623
H -1.6672 3.0730 -4.4214
H -0.5314 1.3466 -3.0856
O 1.6079 2.3199 0.2474
S 2.3172 1.7087 -0.8725
O 2.3096 2.4178 -2.1099
N 1.3274 0.3968 -1.0442
C 1.1896 -0.4145 -2.1206
C 2.0915 -0.6589 -3.1436
C 1.7098 -1.4885 -4.2068
C 0.4637 -2.0636 -4.2632
C -0.4980 -1.8005 -3.2620
C -1.8383 -2.2360 -3.2885
C -2.6870 -1.8176 -2.2918
C -2.2194 -0.9728 -1.2783
N -0.9659 -0.5650 -1.2025
C -0.1171 -0.9712 -2.1805
C 3.9057 1.0328 -0.4566
C 4.8895 1.0204 -1.4302
C 6.0455 0.2874 -1.2007
C 6.1950 -0.4253 -0.0205
C 5.2106 -0.3788 0.9562
C 4.0538 0.3533 0.7393
H 3.0616 -0.1889 -3.1351
H 2.4168 -1.6695 -5.0000
H 0.1819 -2.6961 -5.0897
H -2.1813 -2.8691 -4.0929
H -3.7230 -2.1123 -2.2854
H -2.8984 -0.6155 -0.5150
H 4.7430 1.5854 -2.3378
H 6.8228 0.2724 -1.9466
H 7.0833 -1.0166 0.1457
H 5.3377 -0.9160 1.8828
H 3.2783 0.3997 1.4881
C -4.5054 -1.5983 3.7446
N -3.1595 -2.0623 3.5540
C -2.6929 -3.3068 4.1564
C -1.2396 -3.4159 3.6703
N -1.1632 -2.3396 2.6934
C -2.2527 -1.5640 2.7248
S -2.4561 -0.1433 1.8229
H -4.8202 -1.8075 4.7648
H -5.1933 -2.0923 3.0558
H -4.5472 -0.5251 3.5680
H -3.3078 -4.1435 3.8133
H -2.7708 -3.2491 5.2445
H -1.0171 -4.3741 3.1977
H -0.5187 -3.2564 4.4771
H -0.2901 -2.0287 2.2886
*
```

Let us look at the natural (NBO) charges, expressed in e, one per atom: 1.237, -0.745, 0.347, -0.113, -0.358, -0.224, 0.078, 0.160, -0.187, -0.096, -0.220, 0.089, -0.520, 0.419, 0.432, 0.249, 0.254, 0.255, 0.255, 0.223, -0.885, 2.317, -0.870, -0.832, 0.074, -0.164, -0.183, -0.143, -0.104, -0.057, -0.256, 0.125, -0.532, 0.210, -0.288, -0.200, -0.195, -0.144, -0.184, -0.208, 0.243, 0.248, 0.241, 0.248, 0.255, 0.251, 0.251, 0.244, 0.242, 0.236, 0.243, -0.414, -0.377, -0.220, -0.227, -0.590, 0.354, -0.214, 0.226, 0.212, 0.240, 0.215, 0.223, 0.221, 0.207, 0.428


# 2
# C26H27AsBF5N4OS2TeV

A structure of composition C26H27AsBF5N4OS2TeV (ωB97M-V/def2-TZVPD, the Open Molecules 2025 dataset).

## Properties
HOMO level (alpha / beta) in eV: -11.0 / -11.3
Orbital gap (alpha / beta) in eV: 7.61 / 8.22
Energy relative to the best compared isomer or geometry (same formula, charge and spin) in eV: 0.919
Largest force on an atom in eV Å⁻¹: 4.11
E_tot in hartree: -6069.4742
⟨S²⟩: 2.02

```
! wB97M-V def2-TZVPD RIJCOSX def2/J DEFGRID3
* xyz 1 3
V -0.1183 0.6373 1.1492
C -4.3980 -0.6226 -1.4338
N -3.7310 -1.5724 -0.5586
C -3.7835 -2.9508 -0.5629
C -2.7714 -3.4023 0.2167
N -2.1145 -2.2655 0.7612
B -0.7969 -2.2001 1.5320
N -1.0768 -1.7659 3.1332
C -1.9681 -2.4205 4.0013
C -1.8970 -1.7303 5.1688
N -0.9049 -0.7498 5.0713
C -0.4476 0.0121 6.1964
C -0.4904 -0.7835 3.7949
S 0.7002 0.3120 3.2959
C -2.7585 -1.1957 0.2827
S -2.3471 0.4567 0.4977
H -3.6999 -0.0053 -2.0412
H -5.0713 -0.0163 -0.8767
H -4.9706 -1.1705 -2.2106
H -4.5724 -3.5158 -1.0861
H -2.4530 -4.4499 0.3983
H -0.2463 -3.2703 1.5301
H -0.0784 -1.2988 1.0732
H -2.4646 -3.3174 3.6621
H -2.4710 -1.8332 6.0893
H -1.3608 0.2425 6.7562
H 0.0580 0.8913 5.8876
H 0.1589 -0.6280 6.8165
F -0.5782 3.2923 3.1411
Te -0.4408 4.0396 1.4661
F 1.2575 4.4599 1.7899
F -2.3043 3.6952 1.3210
F -0.6062 4.8291 -0.1862
F -0.9872 5.5661 2.2721
O 0.1107 2.3987 0.7604
C 3.8901 4.0519 -0.3046
C 4.2723 2.8577 0.2770
C 3.5795 1.7384 -0.1067
C 2.5576 1.7410 -0.9913
C 2.1476 2.9491 -1.5920
C 2.9183 4.0614 -1.2557
As 1.2801 0.2899 -1.0260
C 2.1454 -1.3692 -1.2460
C 1.4303 -2.5534 -1.0804
C 1.9589 -3.7842 -1.3348
C 3.2212 -3.9096 -1.9503
C 3.8836 -2.7230 -2.2560
C 3.4032 -1.4788 -1.8676
C 0.2069 0.4849 -2.6151
C 0.3815 -0.3613 -3.7493
C -0.5429 -0.1776 -4.8097
C -1.5398 0.8039 -4.8424
C -1.5730 1.6520 -3.8184
C -0.8443 1.4813 -2.6399
H 4.3911 4.9462 -0.1235
H 5.0404 2.7109 1.0286
H 3.8909 0.8488 0.5139
H 1.2952 2.9862 -2.2266
H 2.7883 4.9818 -1.7844
H 0.4892 -2.5622 -0.6045
H 1.3550 -4.6170 -1.1463
H 3.6428 -4.8389 -2.2880
H 4.8064 -2.8313 -2.7783
H 3.9758 -0.5611 -1.9284
H 1.0622 -1.2283 -3.7659
H -0.4592 -0.8498 -5.6253
H -2.2922 0.9059 -5.5453
H -2.2165 2.4907 -3.7832
H -0.9223 2.1959 -1.8429
*
```

Let us look at the natural (NBO) charges, expressed in e, one per atom: 1.023, -0.419, -0.333, -0.056, -0.057, -0.528, 0.321, -0.476, -0.054, -0.061, -0.324, -0.403, 0.268, -0.130, 0.311, -0.133, 0.242, 0.232, 0.230, 0.250, 0.254, -0.004, -0.122, 0.242, 0.239, 0.223, 0.245, 0.221, -0.608, 3.495, -0.588, -0.610, -0.590, -0.584, -1.135, -0.126, -0.204, -0.228, -0.338, -0.189, -0.216, 1.030, -0.404, -0.201, -0.188, -0.171, -0.224, -0.128, -0.341, -0.213, -0.182, -0.191, -0.207, -0.199, 0.212, 0.229, 0.222, 0.229, 0.222, 0.212, 0.215, 0.229, 0.225, 0.219, 0.241, 0.218, 0.226, 0.219, 0.226


# 3
# C26H27AsMnN8O8S3

A structure of composition C26H27AsMnN8O8S3 (ωB97M-V/def2-TZVPD, the Open Molecules 2025 dataset).

## Properties
HOMO level (alpha / beta) in eV: -2.2 / -2.2
Orbital gap (alpha / beta) in eV: 6.49 / 6.50
Energy relative to the best compared isomer or geometry (same formula, charge and spin) in eV: 1.716
Largest force on an atom in eV Å⁻¹: 0.37
E_tot in hartree: -6628.4642
⟨S²⟩: 8.75

```
! wB97M-V def2-TZVPD RIJCOSX def2/J DEFGRID3
* xyz -2 6
Mn 0.8410 1.7915 0.6305
C 0.6768 2.1622 5.8258
C 1.8471 3.1235 5.6253
N 2.6040 2.8252 4.4236
C 2.1333 3.0257 3.1734
S 3.0861 2.4564 1.8605
N 0.9713 3.6846 3.1117
N 0.4508 3.6488 1.8779
C -0.6080 4.3233 1.6049
C -1.3330 5.1634 2.6115
C -1.0502 4.2349 0.1953
C -2.2336 4.8158 -0.2592
C -2.5874 4.6787 -1.5905
C -1.7576 3.9715 -2.4444
C -0.5948 3.4336 -1.9130
N -0.2390 3.5750 -0.6476
H 0.1890 2.3495 6.7879
H 1.0154 1.1264 5.7906
H -0.0508 2.2849 5.0267
H 2.5410 3.0414 6.4659
H 1.4930 4.1570 5.5886
H 3.5345 2.4556 4.4826
H -1.0669 4.8159 3.6076
H -2.4139 5.1006 2.4834
H -1.0420 6.2163 2.5350
H -2.8782 5.3495 0.4243
H -3.5137 5.1088 -1.9529
H -2.0052 3.8173 -3.4853
H 0.0779 2.8477 -2.5302
O 1.6091 -3.3267 -2.5142
As -0.6341 -0.5256 -0.3993
O -1.0889 -1.1901 -1.8290
O -1.1038 1.0453 -0.0299
C -1.1985 -1.7080 1.0334
C -2.1894 -2.5926 0.6170
C -2.8309 -3.4234 1.5253
C -2.4849 -3.3677 2.8650
C -1.4876 -2.5002 3.2879
C -0.8345 -1.6751 2.3829
S 0.5491 -0.7101 3.0121
O 0.4228 -0.7603 4.4591
O 1.7041 -1.3880 2.4634
O 0.3504 0.6537 2.4950
H 1.6290 -1.8811 -2.3984
H -2.4326 -2.6209 -0.4393
H -3.5945 -4.1116 1.1821
H -2.9809 -4.0080 3.5859
H -1.1856 -2.4528 4.3252
N -2.3893 -5.7798 -5.5784
C -1.3696 -5.1390 -4.7956
C -0.2463 -4.5913 -5.3934
C 0.7497 -3.9939 -4.6290
C 0.6674 -3.9105 -3.2276
C -0.4754 -4.4901 -2.6413
C -1.4603 -5.0856 -3.4081
S 1.9086 -3.4271 -0.0294
O 3.3405 -3.5597 -0.0409
O 1.1736 -4.6128 0.3299
N 1.1641 -0.1742 -0.3342
C 1.7975 0.0718 -1.4357
N 2.3937 1.3106 -1.5701
C 2.9345 1.6312 -2.7142
C 2.9960 0.7712 -3.8253
C 2.4828 -0.4826 -3.6273
N 1.9174 -0.8238 -2.4719
H -2.4935 -5.3079 -6.4675
H -3.2801 -5.7165 -5.1021
H -0.1429 -4.6295 -6.4752
H 1.6253 -3.5775 -5.1172
H -0.5784 -4.4409 -1.5651
H -2.3325 -5.5083 -2.9159
H 3.3569 2.6321 -2.7729
H 3.4480 1.0664 -4.7592
H 2.5076 -1.2734 -4.3665
*
```

Let us look at the Mulliken charges, expressed in e, one per atom: 0.638, -0.952, -0.505, -0.104, 0.367, -0.616, -1.114, 0.590, 0.821, -1.440, 0.554, -0.720, -0.402, -0.863, 0.045, -0.095, 0.433, 0.221, 0.201, 0.427, 0.230, 0.253, 0.336, 0.418, 0.244, 0.258, 0.395, 0.392, 0.289, -0.925, 1.225, -0.754, -0.472, -0.345, -0.810, -0.576, -0.530, -0.573, 0.102, 1.271, -0.785, -0.670, -0.323, 0.190, 0.448, 0.369, 0.363, 0.518, -0.718, 1.048, -0.646, -0.423, -0.010, -0.057, -0.702, 1.008, -0.560, -0.534, -0.007, -0.067, -0.304, -0.239, -0.941, 0.189, 0.427, 0.223, 0.240, 0.249, 0.303, 0.273, 0.215, 0.416, 0.424, 0.170